i.
A cluster of 2 separate species, CH8NO in total. Source: the OMol25 dataset; level of theory: the ωB97M-V functional and the def2-TZVPD basis.

The value obtained for the HOMO-LUMO gap is 0.414 Ha. As for the HOMO energy: -0.5603 Eh. The charge is +1.

Element x y z (Å)
N -1.03 0.98 -1.33
H -1.85 0.67 -1.79
H -0.27 0.25 -1.07
H -1.46 1.47 -0.51
H -0.75 1.72 -1.99
C 0.65 -0.98 1.46
O 0.96 -0.23 0.10
H -0.41 -1.02 1.21
H 1.15 -0.44 2.30
H 1.07 -2.09 1.56
H 1.95 -0.33 0.06



ii.
A cluster of 2 separate species, CH8NO in total. Source: the OMol25 dataset; level of theory: the ωB97M-V functional and the def2-TZVPD basis.

The value obtained for the HOMO-LUMO gap is 0.399 Ha. As for the HOMO energy: -0.5503 Eh. The charge is +1.

Element x y z (Å)
N -0.38 -1.90 -0.41
H -1.18 -1.51 -0.91
H -0.13 -1.33 0.40
H 0.42 -1.92 -1.05
H -0.61 -2.86 -0.12
C 0.06 1.84 0.50
O 0.53 0.66 -0.23
H -1.01 1.70 0.64
H 0.21 2.72 -0.11
H 0.58 1.92 1.45
H 1.49 0.68 -0.16



iii.
A cluster of 2 separate species, CH8NO in total. Source: the OMol25 dataset; level of theory: the ωB97M-V functional and the def2-TZVPD basis.

The value obtained for the HOMO-LUMO gap is 0.421 Ha. As for the HOMO energy: -0.5648 Eh. The charge is +1.

Element x y z (Å)
N -0.60 1.54 0.90
H -1.52 1.52 0.45
H 0.08 0.97 0.33
H -0.72 1.19 1.85
H -0.26 2.50 0.94
C 0.23 -1.47 -0.93
O 0.88 -0.40 -0.20
H 0.84 -1.78 -1.76
H -0.76 -1.11 -1.23
H 0.05 -2.32 -0.26
H 1.80 -0.64 -0.07



iv.
A cluster of 2 separate species, CH8NO in total. Source: the OMol25 dataset; level of theory: the ωB97M-V functional and the def2-TZVPD basis.

The value obtained for the HOMO-LUMO gap is 0.476 Ha. As for the HOMO energy: -0.6098 Eh. The charge is +1.

Element x y z (Å)
C 0.31 -1.16 -0.01
N -0.90 -0.48 0.48
H 0.49 -0.83 -1.03
H 1.20 -0.76 0.47
H 0.28 -2.22 0.11
H -0.73 0.55 0.39
H -1.12 -0.69 1.45
H -1.71 -0.68 -0.11
H 0.17 2.60 -0.83
H 1.46 1.82 -0.59
O 0.53 1.86 -0.32



Decreasing stability: iv, iii, ii, i



i.
An isolated molecule of C10H12BrNO2S. Source: the OMol25 dataset; level of theory: the ωB97M-V functional and the def2-TZVPD basis.

The value obtained for the HOMO-LUMO gap (spin up / spin down) is 0.285 / 0.285 Ha. As for the HOMO energy (spin up / spin down): -0.2981 / -0.2982 Eh. The charge is 0.

Element x y z (Å)
C -1.60 -2.68 0.27
C -0.38 -2.21 0.11
C -2.73 -0.85 -1.01
C -1.68 -0.17 -1.38
C -0.95 0.90 -1.97
C 0.89 0.52 0.69
C -2.70 -2.28 -0.56
C 0.19 -1.44 -1.01
C 1.36 2.42 2.13
C 3.03 1.68 0.53
N 1.73 1.45 1.21
O -0.19 1.71 -1.45
O -0.15 0.25 1.19
S 1.54 -0.38 -0.72
Br 0.26 -2.26 -2.75
H -1.93 -3.18 1.16
H 0.51 -2.22 0.84
H -3.56 -0.23 -1.14
H -1.15 1.08 -3.12
H -2.88 -2.76 -1.47
H -3.54 -2.52 0.03
H 2.02 2.21 2.92
H 1.44 3.34 1.66
H 0.37 2.33 2.43
H 3.43 0.77 0.29
H 3.02 2.44 -0.23
H 3.64 2.08 1.36



ii.
A cluster of 2 separate species, C10H12BrNO2S in total. Source: the OMol25 dataset; level of theory: the ωB97M-V functional and the def2-TZVPD basis.

The value obtained for the HOMO-LUMO gap (spin up / spin down) is 0.297 / 0.190 Ha. As for the HOMO energy (spin up / spin down): -0.3509 / -0.3166 Eh. The charge is 0.

Element x y z (Å)
C -2.05 -1.26 0.69
C -0.41 -1.17 2.42
C -1.07 -1.33 -0.26
C 0.60 -1.31 1.49
C -1.76 -1.09 2.01
C 0.25 -1.42 0.12
C 0.78 2.50 -2.25
C 2.17 2.51 -2.55
C 1.30 1.08 -2.35
C -2.70 -0.77 3.08
N 1.56 0.47 -1.16
O 2.80 -1.74 -0.57
O 1.15 -1.72 -2.41
S 1.56 -1.24 -1.11
Br 0.50 2.24 1.51
H -3.06 -1.03 0.24
H -0.29 -1.15 3.56
H -1.44 -1.42 -1.32
H 1.74 -1.14 1.58
H 0.42 2.65 -1.20
H 0.05 2.76 -2.95
H 2.46 2.66 -3.63
H 2.93 2.54 -1.80
H 1.20 0.42 -3.27
H -3.58 -0.60 2.57
H -2.67 -1.56 3.85
H -2.45 0.09 3.70



Decreasing stability: ii, i



i.
A cluster of 2 separate species, C3H10N2O3 in total. Source: the OMol25 dataset; level of theory: the ωB97M-V functional and the def2-TZVPD basis.

The value obtained for the HOMO-LUMO gap is 0.279 Ha. The structure (SMILES) is NC(O)=C(O)O.CN. As for the HOMO energy: -0.2559 Eh. The charge is 0.

Element x y z (Å)
C -0.67 -1.01 0.67
C -0.16 -0.21 1.65
C 1.21 0.99 -2.37
N 0.10 0.68 -1.47
N -0.83 0.87 2.16
O -0.03 -2.18 0.34
O -1.95 -0.82 0.21
O 0.97 -0.59 2.33
H 0.39 -1.98 -0.52
H -2.23 -1.69 -0.14
H 1.36 -1.36 1.88
H -0.69 1.29 -1.68
H 0.38 0.92 -0.50
H -0.48 1.15 3.07
H -1.84 0.74 2.15
H 1.57 2.00 -2.18
H 0.88 0.92 -3.41
H 2.03 0.29 -2.19



ii.
A cluster of 3 separate species, C3H10N2O3 in total. Source: the OMol25 dataset; level of theory: the ωB97M-V functional and the def2-TZVPD basis.

The value obtained for the HOMO-LUMO gap is 0.386 Ha. The structure (SMILES) is N=C=O.CON.CO. As for the HOMO energy: -0.3611 Eh. The charge is 0.

Element x y z (Å)
C -1.65 0.62 1.74
C -2.05 -0.63 -1.02
N -0.91 -0.75 -1.45
O -1.38 1.04 0.42
O -3.10 -0.85 -0.59
H -0.44 0.79 0.14
H -0.58 -0.55 -2.38
H -2.73 0.51 1.82
H -1.16 -0.34 1.96
H -1.30 1.37 2.46
C 2.23 0.51 -0.96
N 1.34 -0.95 0.70
O 1.54 0.39 0.27
H 0.71 -1.40 0.02
H 2.23 -1.44 0.68
H 3.21 0.03 -0.92
H 1.66 0.08 -1.78
H 2.36 1.58 -1.12



Decreasing stability: i, ii



i.
An isolated molecule of C4H5ClS. Source: the OMol25 dataset; level of theory: the ωB97M-V functional and the def2-TZVPD basis.

The value obtained for the HOMO-LUMO gap is 0.314 Ha. The structure (SMILES) is S=CC/C=C/Cl. As for the HOMO energy: -0.3296 Eh. The charge is 0.

Element x y z (Å)
C -1.29 -0.11 0.14
C -0.67 1.01 -0.23
C 0.82 1.25 0.15
C 1.52 -0.05 0.39
H -0.68 -0.76 0.80
H -1.24 1.75 -0.77
H 1.35 1.82 -0.63
H 0.72 1.78 1.10
H 1.04 -0.59 1.24
S 2.93 -0.56 -0.20
Cl -2.97 -0.45 -0.07



ii.
An isolated molecule of C4H5ClS. Source: the OMol25 dataset; level of theory: the ωB97M-V functional and the def2-TZVPD basis.

The value obtained for the HOMO-LUMO gap is 0.310 Ha. The structure (SMILES) is S=C1CC(Cl)C1. As for the HOMO energy: -0.3239 Eh. The charge is 0.

Element x y z (Å)
C -0.81 -0.24 0.68
C -0.35 -0.58 -0.81
C 1.11 -0.14 -0.51
C 0.46 0.73 0.62
H -0.48 -0.96 1.49
H -0.69 -1.59 -1.21
H -0.92 -0.07 -1.56
H 0.33 1.78 -0.03
H 1.05 0.78 1.43
S 2.65 -0.22 -1.02
Cl -2.34 0.51 0.92



iii.
A cluster of 2 separate species, C4H5ClS in total. Source: the OMol25 dataset; level of theory: the ωB97M-V functional and the def2-TZVPD basis.

The value obtained for the HOMO-LUMO gap (spin up / spin down) is 0.290 / 0.290 Ha. As for the HOMO energy (spin up / spin down): -0.3091 / -0.3090 Eh. The charge is 0.

Element x y z (Å)
C -1.50 0.84 -0.44
C -0.28 0.32 -0.50
C -2.41 1.31 -2.64
C 0.50 -0.34 0.56
S -1.44 1.20 -3.94
Cl -4.14 1.37 -2.54
H -2.27 0.81 0.21
H 0.21 0.37 -1.41
H 0.57 0.52 1.35
H 0.03 -1.19 0.94
H 1.43 -0.62 0.18



Decreasing stability: i, ii, iii



i.
A structure of composition C43H37GeNO3PS2W. Source: the OMol25 dataset; level of theory: the ωB97M-V functional and the def2-TZVPD basis.

The value obtained for the HOMO-LUMO gap (spin up / spin down) is 0.166 / 0.197 Ha. As for the spin multiplicity: 2. As for the HOMO energy (spin up / spin down): -0.4669 / -0.4678 Eh. The charge is +2. Its expectation value of S² is 1.016.

Element x y z (Å)
W -0.21 -0.38 0.02
C -0.76 0.13 -4.70
C -0.50 -0.80 -3.56
C 0.77 -1.36 -3.37
C 1.02 -2.22 -2.32
C -0.01 -2.59 -1.42
C -1.30 -2.09 -1.65
C -1.53 -1.18 -2.70
H -0.80 -0.43 -5.63
H 0.05 0.86 -4.79
H -1.70 0.67 -4.58
H 1.57 -1.10 -4.04
H 2.01 -2.65 -2.20
H 0.15 -3.39 -0.71
H -2.14 -2.52 -1.13
H -2.54 -0.83 -2.88
O -0.58 1.95 -1.79
S 0.77 1.95 -0.83
O 1.18 0.52 -1.21
O 0.15 1.69 0.54
C -1.61 2.82 -1.41
C -1.63 4.12 -1.89
C -2.71 4.93 -1.58
C -3.76 4.43 -0.83
C -3.73 3.13 -0.35
C -2.63 2.31 -0.61
P -2.53 0.61 0.03
C -3.97 -0.24 -0.70
C -4.67 0.38 -1.74
C -5.79 -0.22 -2.29
C -6.23 -1.44 -1.81
C -5.54 -2.07 -0.79
C -4.41 -1.48 -0.24
C -2.88 0.68 1.80
C -2.67 -0.64 2.50
C -2.21 -0.43 3.96
C -3.13 0.57 4.64
C -3.58 1.61 3.94
C -3.26 1.75 2.52
H -0.82 4.47 -2.51
H -2.73 5.94 -1.95
H -4.62 5.06 -0.61
H -4.57 2.75 0.21
H -4.33 1.33 -2.14
H -6.32 0.28 -3.09
H -7.11 -1.91 -2.24
H -5.87 -3.03 -0.42
H -3.88 -2.01 0.54
H -3.61 -1.21 2.54
H -2.20 -1.39 4.48
H -3.34 0.44 5.69
H -4.18 2.38 4.41
H -3.38 2.72 2.06
C 1.48 -2.52 2.61
Ge 1.89 -1.00 1.43
C 2.99 0.23 2.48
C 2.88 1.62 2.51
C 3.78 2.38 3.23
C 4.80 1.76 3.94
C 4.93 0.38 3.91
C 4.02 -0.38 3.18
C 3.08 -1.72 0.04
C 3.06 -3.09 -0.10
C 3.94 -3.76 -0.97
C 4.81 -3.04 -1.73
C 4.88 -1.63 -1.62
C 5.83 -0.89 -2.37
C 5.92 0.46 -2.25
C 5.07 1.14 -1.35
C 4.15 0.46 -0.62
C 4.01 -0.95 -0.72
H 2.39 -3.08 2.81
H 0.72 -3.19 2.22
H 1.12 -2.10 3.56
H 2.06 2.12 2.00
H 3.67 3.46 3.26
H 5.50 2.36 4.51
H 5.72 -0.10 4.46
H 4.14 -1.46 3.17
H 2.35 -3.68 0.47
H 3.91 -4.84 -1.03
H 5.48 -3.54 -2.42
H 6.49 -1.43 -3.04
H 6.66 1.01 -2.82
H 5.17 2.21 -1.23
H 3.54 1.00 0.10
S -1.50 -1.70 1.57
C -0.85 0.11 3.93
N 0.20 0.54 3.73



ii.
A structure of composition C43H37GeNO3PS2W. Source: the OMol25 dataset; level of theory: the ωB97M-V functional and the def2-TZVPD basis.

The value obtained for the HOMO-LUMO gap (spin up / spin down) is 0.200 / 0.209 Ha. As for the spin multiplicity: 2. As for the HOMO energy (spin up / spin down): -0.4834 / -0.4830 Eh. The charge is +2. Its expectation value of S² is 0.771.

Element x y z (Å)
W 0.63 -0.99 1.11
C 1.11 -4.56 3.57
C 1.35 -3.09 3.74
C 0.32 -2.16 3.51
C 0.53 -0.79 3.72
C 1.77 -0.34 4.18
C 2.78 -1.25 4.42
C 2.57 -2.61 4.19
H 0.34 -4.77 2.83
H 0.79 -5.00 4.52
H 2.03 -5.08 3.27
H -0.69 -2.53 3.31
H -0.33 -0.12 3.73
H 1.93 0.71 4.38
H 3.74 -0.91 4.80
H 3.37 -3.31 4.40
O 3.68 -2.57 -0.36
S 2.92 -2.53 1.01
O 1.47 -2.88 0.65
O 2.68 -1.01 1.29
C 3.12 -2.69 -1.65
C 3.70 -3.71 -2.38
C 3.34 -3.89 -3.70
C 2.40 -3.04 -4.27
C 1.83 -2.03 -3.52
C 2.16 -1.83 -2.18
P 1.38 -0.40 -1.33
C 0.04 0.08 -2.45
C -1.05 -0.78 -2.57
C -2.04 -0.53 -3.51
C -1.94 0.58 -4.34
C -0.85 1.43 -4.23
C 0.15 1.18 -3.30
C 2.64 0.90 -1.32
C 2.28 2.24 -1.22
C 3.25 3.23 -1.18
C 4.59 2.89 -1.24
C 4.96 1.55 -1.35
C 3.99 0.56 -1.39
H 4.44 -4.33 -1.90
H 3.79 -4.68 -4.28
H 2.11 -3.16 -5.31
H 1.10 -1.39 -4.00
H -1.12 -1.68 -1.97
H -2.87 -1.21 -3.60
H -2.71 0.77 -5.07
H -0.76 2.28 -4.89
H 1.01 1.83 -3.27
H 1.24 2.52 -1.21
H 2.96 4.27 -1.12
H 5.35 3.66 -1.21
H 6.01 1.28 -1.41
H 4.31 -0.46 -1.51
C 0.82 1.48 1.67
Ge -1.08 0.95 1.10
C -2.26 1.05 2.64
C -2.88 -0.06 3.21
C -3.74 0.10 4.28
C -3.99 1.37 4.79
C -3.38 2.48 4.22
C -2.53 2.32 3.14
C -1.68 2.13 -0.31
C -1.07 3.34 -0.53
C -1.57 4.24 -1.49
C -2.68 3.92 -2.21
C -3.37 2.70 -1.98
C -4.56 2.38 -2.69
C -5.24 1.23 -2.43
C -4.77 0.34 -1.44
C -3.62 0.62 -0.76
C -2.88 1.80 -1.01
H 0.68 1.78 2.71
H 0.96 2.33 1.02
H 1.80 0.99 1.61
H -2.71 -1.06 2.82
H -4.23 -0.76 4.72
H -4.66 1.50 5.63
H -3.58 3.47 4.61
H -2.09 3.20 2.68
H -0.21 3.65 0.06
H -1.08 5.19 -1.64
H -3.07 4.61 -2.95
H -4.92 3.08 -3.43
H -6.15 1.00 -2.96
H -5.33 -0.56 -1.21
H -3.29 -0.07 0.02
S -1.37 -1.94 0.55
C -1.09 -3.64 0.57
N -0.99 -4.78 0.58



Decreasing stability: ii, i



i.
A cluster of 2 separate species, C4H12N4O2 in total. Source: the OMol25 dataset; level of theory: the ωB97M-V functional and the def2-TZVPD basis.

The value obtained for the HOMO-LUMO gap is 0.335 Ha. The structure (SMILES) is CC(=O)N(C)O.N=C(N)N. As for the HOMO energy: -0.3143 Eh. The charge is 0.

Element x y z (Å)
C 2.47 -0.73 -0.17
C -0.95 -1.30 1.17
N 1.04 -0.89 -0.18
C 0.21 -0.41 0.81
O 0.54 -1.81 -1.10
O 0.65 0.49 1.57
H 0.68 -2.70 -0.76
H 2.97 -1.69 -0.01
H 2.80 -0.32 -1.13
H 2.72 -0.03 0.62
H -1.33 -1.00 2.14
H -0.67 -2.35 1.19
H -1.75 -1.14 0.45
C -1.22 1.32 -0.51
N -0.55 1.22 -1.71
N -0.75 2.37 0.32
N -2.42 0.86 -0.45
H 0.46 1.24 -1.65
H -0.88 0.45 -2.28
H -1.27 2.55 1.17
H 0.17 2.75 0.13
H -2.92 1.12 0.40



ii.
A cluster of 2 separate species, C4H12N4O2 in total. Source: the OMol25 dataset; level of theory: the ωB97M-V functional and the def2-TZVPD basis.

The value obtained for the HOMO-LUMO gap is 0.366 Ha. The structure (SMILES) is C=NN(C)N.CC(=O)NO. As for the HOMO energy: -0.3343 Eh. The charge is 0.

Element x y z (Å)
C 1.16 0.87 -1.30
N -0.15 0.90 -0.64
N -0.65 2.21 -0.81
C -2.30 -0.14 -0.68
N -1.12 -0.14 -1.20
H -1.06 2.26 -1.74
H -1.37 2.36 -0.10
H 1.65 -0.08 -1.08
H 1.83 1.64 -0.91
H 1.07 0.98 -2.39
H -2.59 0.45 0.20
H -3.06 -0.81 -1.09
C 1.65 -0.48 1.75
N -0.29 -1.66 0.76
C 0.16 -0.52 1.48
O 0.51 -2.35 -0.15
O -0.64 -0.05 2.31
H 0.23 -1.94 -1.00
H -1.11 -2.14 1.12
H 1.85 -0.82 2.77
H 1.99 0.56 1.65
H 2.24 -1.09 1.06



Decreasing stability: i, ii